[1]
Density functional theory data (ωB97M-V/def2-TZVPD) for a cluster of 2 separate species, C7H9BN4O4S in total in a non-equilibrium geometry.

## Properties
SMILES: OB(O)Oc1ccc2nsnc2c1.NC(N)=O
2S+1: 1
Kohn-Sham gap, eV: 6.782
Highest occupied orbital energy, eV: -8.424
Lowest unoccupied orbital energy, eV: -1.642

Last column: natural (NBO) charge in e.
Element x y z (Å)
N  -4.799  -1.555  2.460  -0.5370
C  -2.440  -0.277  2.194  -0.2240
S  -6.244  -1.623  1.426  0.7749
N  5.312  -0.265  -0.847  -0.8364
N  -5.899  -0.569  0.032  -0.5468
O  0.337  -1.457  1.062  -0.9486
C  -1.525  0.754  1.256  0.2722
H  -1.940  -0.702  3.163  0.2663
C  -2.089  1.445  -0.138  -0.2532
H  -1.361  2.176  -0.731  0.2593
C  -3.941  -0.620  1.629  0.1051
H  5.365  0.059  0.110  0.4162
O  2.168  0.273  0.815  -0.9310
C  4.307  0.216  -1.602  0.7800
H  3.545  0.088  -3.466  0.4080
O  -0.137  1.056  1.713  -0.7356
O  3.483  1.009  -1.176  -0.6975
H  6.000  -0.919  -1.180  0.3876
H  -4.051  1.535  -1.641  0.2563
C  -4.517  0.015  0.225  0.0939
H  0.010  -1.523  0.101  0.5004
H  2.041  1.002  0.122  0.5212
H  4.955  -0.903  -3.233  0.3886
C  -3.619  1.064  -0.659  -0.2177
B  0.753  -0.031  1.228  1.3374
N  4.285  -0.249  -2.864  -0.8397

[2]
Density functional theory data (ωB97M-V/def2-TZVPD) for a cluster of 10 separate species, C43H66BClF9N10O6S in total in a non-equilibrium geometry.

## Properties
Total charge: +1
2S+1: 1
Kohn-Sham gap, eV: 5.738
Highest occupied orbital energy, eV: -11.409
Lowest unoccupied orbital energy, eV: -5.671

Last column: Mulliken charge in e.
Element x y z (Å)
H  -2.746  0.468  2.003  0.5275
H  -11.650  1.837  9.064  0.2686
N  -10.852  -2.119  2.139  -0.3818
N  4.855  -4.803  0.399  -0.4097
H  2.104  0.585  3.693  0.6114
H  -12.127  -1.192  4.135  0.2361
C  3.471  -6.246  -1.357  -0.8858
N  -9.464  3.109  11.027  -0.3615
H  -2.894  0.120  -7.364  0.1759
C  3.816  -1.049  1.249  1.3048
C  -16.933  -0.747  3.191  -0.7798
H  6.816  1.804  2.264  -0.3351
S  -3.590  -0.003  -2.276  1.0234
H  -9.458  -0.935  -0.486  0.3021
C  -3.930  -2.703  -1.198  0.5980
O  2.468  0.812  -1.976  -0.6057
H  9.260  -0.093  5.363  0.3438
H  -0.007  1.511  3.817  0.4091
H  10.121  -0.067  -4.708  0.2806
C  -9.957  2.450  10.196  0.2094
H  1.125  0.708  -6.050  0.3832
B  1.630  1.682  -1.257  0.7603
F  -0.019  -0.691  -1.911  -0.3522
C  -3.108  0.753  0.964  -0.7826
F  -5.391  -3.758  0.372  -0.2494
O  2.258  2.829  -0.646  -0.6310
H  -13.340  0.085  3.914  0.0636
H  1.871  -0.224  -4.579  0.2408
H  -11.637  0.514  4.174  0.2817
N  7.721  -1.301  2.831  -0.4447
F  -3.466  -3.995  -1.480  -0.2838
C  1.127  0.549  -4.923  -0.8892
C  5.235  -0.813  -0.886  0.7167
C  -3.795  2.204  1.015  0.6364
C  8.325  0.915  -4.135  0.5327
H  4.543  1.501  2.958  0.1575
O  -4.777  0.593  -1.605  -0.4921
C  -10.586  1.610  9.136  -0.6521
C  -0.374  0.290  -4.466  0.2468
H  3.328  1.243  -2.168  0.2758
C  -2.680  -0.639  -8.117  -0.6600
H  4.499  -0.524  1.995  -0.1370
H  1.783  3.592  -1.054  0.3627
H  0.670  2.508  1.426  0.3152
Cl  -5.521  2.179  1.618  -0.1184
C  4.779  -1.853  0.262  -0.4967
C  0.022  1.516  -1.100  0.2156
H  1.419  1.565  -4.489  0.1373
F  -5.993  -1.696  -0.205  -0.2157
C  -10.113  -1.981  1.245  0.2748
N  12.156  1.507  -6.142  -0.4292
H  -3.940  0.042  0.668  -0.0012
H  6.703  3.696  -0.036  0.4651
C  1.568  0.316  2.733  0.4326
O  -0.649  1.175  -3.331  -0.2604
H  -9.185  -2.690  -0.531  0.2577
F  -3.117  -2.229  -0.157  -0.1826
C  1.471  -1.260  2.543  -0.4199
H  3.232  -0.321  0.603  -0.8980
H  8.563  -0.309  0.289  0.4964
H  12.396  4.482  -4.982  0.2942
H  4.140  1.792  1.213  -0.2891
C  11.493  3.921  -5.223  -0.7196
H  3.800  -7.285  -1.323  0.3164
H  -17.152  0.020  3.935  0.2721
N  -2.099  0.404  -1.445  0.2256
H  6.968  -0.019  1.116  -0.8233
O  -3.541  0.581  -3.644  -0.5969
H  -17.689  -0.708  2.406  0.3009
H  -0.010  -0.023  0.544  -0.2809
H  8.617  2.067  0.454  0.3363
C  9.117  0.101  -5.100  -0.9873
H  -10.113  1.811  8.175  0.2466
O  -3.224  3.222  0.670  -0.3717
H  7.917  1.880  -1.265  0.1441
C  -1.323  -0.408  -8.704  0.3458
H  3.628  -5.855  -2.363  0.2778
H  2.538  -2.882  1.479  0.1520
C  6.473  2.608  0.230  -0.2300
H  6.372  3.593  2.295  0.4685
N  -12.841  -0.129  7.069  -0.4411
H  5.715  -2.247  0.753  0.5282
C  -1.996  0.680  -0.141  0.0482
H  -10.464  0.554  9.378  0.2757
F  -0.580  2.800  -1.366  -0.4893
H  4.227  -2.695  -0.250  -0.0289
N  7.702  1.553  -3.377  -0.5754
C  -12.426  -0.189  4.441  -0.4334
H  -16.965  -1.726  3.669  0.2651
H  8.897  1.285  4.302  0.2759
H  10.926  4.463  -5.981  0.2633
C  8.060  -0.565  3.674  0.5455
H  2.408  -6.201  -1.118  0.2577
H  7.640  0.635  5.377  0.2703
H  1.210  -1.689  3.570  0.3987
C  7.721  1.692  -0.152  -0.6746
H  4.816  0.232  -0.736  -1.0174
H  -1.032  0.658  -5.323  0.1205
H  -2.720  -1.624  -7.651  0.2324
H  3.987  3.181  2.407  0.4211
C  -0.240  1.842  1.608  -0.9070
C  0.052  0.884  2.875  -0.7806
C  -0.507  0.974  0.305  0.8358
C  6.135  2.592  1.811  -0.1065
H  7.331  -1.688  -1.118  0.4254
F  -4.633  -2.080  -3.518  -0.2050
C  -3.716  -1.848  -2.522  0.5541
H  -0.716  0.056  2.822  0.3066
H  8.631  -0.861  -5.261  0.3251
H  7.059  -0.122  -1.991  -0.3577
H  3.354  -2.366  3.017  0.3300
C  -12.659  -0.155  5.914  0.3106
N  -0.264  -0.227  -9.164  -0.4026
C  2.832  -1.970  2.093  -0.8803
C  -15.582  -0.513  2.606  0.4460
H  -0.647  -0.793  -4.307  0.1473
C  -0.736  0.503  -2.110  0.5256
H  -8.158  -1.657  0.483  -0.0145
C  -5.431  -2.861  -0.706  0.5765
C  7.525  0.130  0.146  0.7971
C  4.607  2.275  2.132  -0.3166
C  8.492  0.375  4.748  -0.9379
N  -14.522  -0.329  2.147  -0.4818
H  2.012  0.870  1.855  -0.5905
C  11.859  2.569  -5.735  0.3699
H  0.612  -1.582  1.864  0.0082
F  -2.464  -2.245  -3.044  -0.2505
H  -1.084  2.570  1.853  0.3906
H  10.883  3.824  -4.324  0.2366
C  6.809  -0.683  -1.037  -0.5948
F  -6.286  -3.416  -1.630  -0.2166
H  5.547  2.310  -0.366  -0.2323
H  9.194  0.624  -6.053  0.3358
H  4.840  -1.172  -1.894  0.4515
C  4.246  -5.437  -0.372  0.5008
H  -3.436  -0.586  -8.901  0.3348
C  -9.168  -1.805  0.106  -0.4453

[3]
Density functional theory data (ωB97M-V/def2-TZVPD) for the ion C7H11N2O2 with charge +1 in a non-equilibrium geometry.

## Properties
Total charge: +1
Relative energy (zero: lowest compared OMol25 entry of this formula, charge and spin), kJ/mol: 456.3
2S+1: 3
Kohn-Sham gap (spin up / spin down), eV: 6.606 / 6.793
Highest occupied orbital energy (spin up / spin down), eV: -10.280 / -14.197
Lowest unoccupied orbital energy (spin up / spin down), eV: -3.674 / -7.403

Last column: Löwdin spin population.
Element x y z (Å)
H  -1.905  -2.202  -2.384  -0.0001
H  0.386  2.630  -1.863  -0.0017
C  0.368  2.067  1.278  0.3556
C  -1.136  -2.227  -1.657  0.0060
H  -1.880  -0.453  1.860  0.0135
H  0.756  0.621  -2.424  0.0121
O  0.555  -1.159  0.033  0.0350
N  0.806  0.762  -1.467  0.2426
C  -0.637  -0.832  0.263  0.0742
H  -0.208  -1.919  -2.218  0.0002
H  2.263  -0.025  0.243  -0.0007
H  1.057  -0.196  1.825  0.0072
H  -1.581  1.795  2.172  0.0108
H  2.123  -1.567  1.187  -0.0003
C  -1.181  -0.002  1.293  0.1847
N  0.856  2.370  0.173  0.7461
C  1.575  -0.684  0.874  0.0039
C  0.529  1.950  -1.112  0.0284
C  -0.858  1.265  1.630  0.2044
H  0.637  2.414  2.245  0.0491
H  -1.057  -3.289  -1.390  0.0016
O  -1.468  -1.322  -0.558  0.0274

[4]
Density functional theory data (ωB97M-V/def2-TZVPD) for a structure of composition C43H56F3FeIN8O3PS in a non-equilibrium geometry.

## Properties
Total charge: +1
2S+1: 5
Kohn-Sham gap (spin up / spin down), eV: 6.731 / 6.660
Highest occupied orbital energy (spin up / spin down), eV: -9.589 / -9.598
Lowest unoccupied orbital energy (spin up / spin down), eV: -2.858 / -2.939

Last column: Löwdin spin population.
Element x y z (Å)
C  1.548  0.345  3.977  0.0002
C  -5.410  -0.051  -0.864  -0.0001
C  -2.474  -0.471  1.713  0.0124
H  2.845  -3.788  -3.178  0.0000
C  1.243  3.846  1.784  0.0001
H  0.410  -2.818  4.285  0.0001
H  -2.528  -0.921  -4.576  0.0000
H  -3.130  1.792  0.871  0.0000
O  -1.475  -0.441  0.903  0.0704
H  3.879  -0.589  -4.775  0.0000
C  4.218  4.093  -0.528  0.0011
C  -5.592  -0.799  -2.008  0.0009
C  1.533  -1.482  -3.839  0.0000
H  5.149  0.798  -1.557  0.0000
C  1.525  0.381  2.595  0.0018
H  4.377  3.391  -2.546  0.0000
H  -3.894  0.963  5.896  0.0000
H  -6.209  0.029  -0.138  0.0000
F  2.104  -0.266  6.667  0.0001
C  -0.339  4.444  -1.243  0.0010
N  0.455  2.208  -0.567  0.0227
C  -0.474  2.967  -1.011  0.0037
F  -0.052  -0.244  6.557  0.0000
H  -3.904  -0.592  3.956  0.0001
C  3.414  4.162  0.594  -0.0002
N  -2.940  -3.676  0.512  0.0022
H  -1.402  -0.939  -3.213  0.0000
C  -3.268  0.282  3.959  0.0006
C  -4.563  -0.890  -2.934  -0.0002
C  -1.642  2.532  3.904  0.0000
H  3.742  4.720  1.462  0.0000
C  -4.218  0.629  -0.616  0.0009
H  2.011  -4.258  0.389  0.0000
H  6.276  -1.562  -1.725  0.0001
H  1.575  1.107  -2.657  0.0005
H  3.781  -4.080  0.403  0.0000
H  5.180  4.586  -0.539  0.0001
C  0.727  -1.892  3.828  0.0005
H  1.732  3.615  2.731  0.0001
C  2.835  -3.571  0.198  0.0001
C  -2.876  3.328  -1.827  0.0007
C  -2.448  2.276  5.004  0.0001
C  1.115  -0.810  4.601  0.0007
H  2.895  1.839  -3.557  0.0000
H  -2.994  -2.859  -2.477  0.0000
H  -1.835  0.586  -3.984  0.0000
O  1.839  -0.711  -0.760  0.0499
H  -1.608  -3.082  1.976  0.0001
N  1.118  -0.634  1.837  0.0267
C  2.156  3.565  0.615  0.0011
C  -4.142  1.481  0.622  0.0001
C  2.807  -4.191  -2.172  0.0002
H  3.682  -4.832  -2.024  0.0001
H  -4.704  -1.451  -3.851  0.0000
C  2.061  2.053  -2.890  0.0005
F  1.012  -2.124  6.559  0.0000
H  0.313  3.291  1.735  -0.0001
N  4.358  -1.086  -0.992  0.0017
H  -3.758  2.799  -2.169  0.0001
H  1.904  -4.799  -2.081  0.0000
O  -3.391  -1.274  1.642  0.0110
H  -4.989  -4.138  0.982  0.0001
N  2.784  -1.287  -3.138  0.0012
H  -3.170  4.018  -1.036  0.0002
H  -1.026  1.825  1.975  -0.0003
C  -1.814  2.366  -1.364  0.0030
H  3.775  0.832  -0.431  0.0000
H  5.238  -2.956  -1.403  0.0000
H  1.367  -0.660  -4.541  0.0000
H  2.741  -2.723  0.874  0.0000
C  0.752  -1.762  2.450  0.0032
N  2.788  -3.125  -1.188  0.0015
C  -3.265  1.153  5.038  0.0001
H  -6.531  -1.306  -2.183  0.0000
H  0.447  -2.571  1.800  0.0001
H  1.532  -2.423  -4.399  0.0001
H  -0.458  4.671  -2.303  0.0001
H  -1.019  3.415  3.883  0.0000
N  -1.898  1.099  -1.338  0.0203
H  1.862  1.257  2.064  -0.0004
H  5.963  -2.067  -0.059  0.0000
N  -3.216  -3.166  -1.546  0.0024
Fe  0.063  -0.014  -0.147  3.7294
C  -4.283  -3.839  0.231  0.0009
H  4.031  -2.329  -4.506  0.0000
C  4.676  0.299  -0.704  0.0002
C  1.047  -0.866  6.109  0.0001
H  1.875  1.201  4.550  0.0001
C  -2.219  -0.387  -3.674  0.0001
C  -3.181  0.485  -1.539  0.0001
C  -4.462  -3.517  -1.063  0.0009
C  5.516  -1.967  -1.050  0.0004
C  -2.277  -3.265  -0.584  0.0020
H  -5.347  -3.500  -1.668  0.0001
H  0.621  4.827  -0.915  0.0001
C  -2.450  0.510  2.859  0.0019
H  -1.837  -4.846  1.858  0.0001
H  -4.533  0.934  1.479  0.0000
C  1.762  2.826  -0.504  0.0001
H  -2.488  3.927  -2.651  0.0000
C  -1.646  1.638  2.844  -0.0003
H  -1.134  4.970  -0.716  0.0001
H  1.344  2.668  -3.440  0.0001
C  2.546  2.759  -1.653  0.0009
C  3.952  -1.359  -4.004  0.0002
H  4.863  -1.185  -3.441  0.0000
I  -2.421  3.588  6.619  0.0000
C  3.769  3.416  -1.650  -0.0002
H  5.364  0.345  0.142  0.0000
P  2.868  -1.531  -1.514  0.0092
S  -0.606  -2.982  -0.744  0.0093
H  -4.751  2.380  0.501  0.0000
H  -3.108  -3.809  2.568  0.0001
C  -3.347  -0.271  -2.700  0.0006
C  -2.331  -3.875  1.811  0.0003
H  0.992  4.909  1.812  0.0001
H  0.719  -1.526  -3.129  -0.0001

no.,energy (eV)
1,-33060.90227
2,-121324.43239
3,-14498.29316
4,-134328.59233